(1)
Density functional theory data (ωB97M-V with the def2-TZVPD basis set) for a cluster of 7 separate species, C29H53F9O10S in total at a distorted geometry.

Summary:
* SMILES string: O=C(OO)OCCC(F)(F)C(F)(F)S(F)(F)(F)(F)F.C1CCOC1.C1CCOC1.C1CCOC1.C1CCOC1.C1CCOC1.C1CCOC1
* strongest force on any atom: 0.0694 Eh/bohr

Atoms and positions in Å:
O 0.481 5.412 0.148
C 1.069 4.533 -0.325
O 2.450 4.684 -0.415
O 3.090 3.731 0.376
O 0.491 3.420 -0.826
C -0.445 2.815 0.107
C 0.346 1.828 1.015
C 0.189 2.138 2.510
F 0.384 3.495 2.605
F -1.053 1.935 2.955
C 1.297 1.524 3.413
F 2.481 1.569 2.846
F 1.402 2.298 4.497
S 0.995 -0.229 4.032
F 0.028 -0.591 2.818
F -0.190 0.224 4.973
F 2.048 0.013 5.214
F 2.216 -0.762 3.137
F 0.795 -1.714 4.568
H 2.602 3.758 1.219
H -1.048 3.549 0.655
H -1.150 2.228 -0.490
H 1.404 1.882 0.730
H -0.026 0.818 0.795
C 5.247 0.437 -0.832
C 4.710 -0.768 -1.591
C 3.667 -1.303 -0.625
O 3.158 -0.185 0.098
C 3.989 0.951 -0.145
H 5.721 1.183 -1.469
H 5.976 0.113 -0.085
H 4.228 -0.435 -2.515
H 5.470 -1.504 -1.851
H 4.106 -2.001 0.097
H 2.849 -1.806 -1.144
H 3.429 1.635 -0.788
H 4.203 1.458 0.796
C -0.152 -2.012 -2.693
C -1.085 -1.206 -3.574
C -1.748 -0.284 -2.568
O -0.791 -0.052 -1.524
C 0.297 -0.978 -1.677
H 0.679 -2.466 -3.234
H -0.710 -2.807 -2.194
H -0.503 -0.621 -4.293
H -1.798 -1.814 -4.127
H -2.629 -0.756 -2.118
H -2.050 0.670 -3.004
H 1.168 -0.418 -2.037
H 0.543 -1.420 -0.710
C -4.398 -0.517 1.651
C -5.408 0.005 0.642
C -4.831 1.368 0.298
O -3.409 1.261 0.433
C -3.093 0.028 1.095
H -4.396 -1.603 1.751
H -4.597 -0.083 2.635
H -5.411 -0.635 -0.245
H -6.426 0.059 1.026
H -5.180 2.136 0.997
H -5.077 1.685 -0.716
H -2.663 -0.652 0.352
H -2.349 0.209 1.872
C -2.111 -4.427 2.172
C -2.064 -5.508 1.103
C -2.210 -4.694 -0.172
O -1.619 -3.415 0.087
C -1.371 -3.286 1.493
H -1.658 -4.723 3.118
H -3.148 -4.140 2.365
H -1.090 -6.005 1.121
H -2.836 -6.269 1.212
H -3.264 -4.535 -0.425
H -1.715 -5.158 -1.027
H -0.291 -3.361 1.655
H -1.706 -2.305 1.833
C -1.009 -6.277 -5.872
C -1.940 -5.464 -6.755
C -2.602 -4.541 -5.745
O -1.646 -4.316 -4.702
C -0.561 -5.241 -4.854
H -0.177 -6.731 -6.409
H -1.569 -7.073 -5.374
H -1.356 -4.878 -7.470
H -2.656 -6.066 -7.314
H -3.486 -5.009 -5.299
H -2.898 -3.585 -6.180
H 0.311 -4.683 -5.213
H -0.318 -5.679 -3.885
C 1.968 7.160 4.362
C 2.813 8.128 3.546
C 3.818 7.192 2.892
O 3.153 5.937 2.715
C 1.925 5.945 3.451
H 0.978 7.540 4.611
H 2.483 6.912 5.295
H 2.195 8.606 2.782
H 3.285 8.910 4.141
H 4.687 7.027 3.539
H 4.168 7.558 1.926
H 1.102 6.017 2.733
H 1.825 5.009 4.001


(2)
Density functional theory data (ωB97M-V with the def2-TZVPD basis set) for a cluster of 2 separate species, C3H10N3O2 in total at a distorted geometry.

Summary:
* strongest force on any atom: 0.0360 Eh/bohr
* ΔE to the lowest compared entry with this formula, charge and spin: 49.64 kcal per mole
* total charge: +1

Atoms and positions in Å:
C -1.618 1.263 0.134
C -1.467 0.194 -0.629
N -0.222 0.119 -1.466
N -2.718 1.529 0.937
H -0.905 2.085 0.182
H -2.039 -0.713 -0.604
H 0.300 1.026 -1.492
H 0.400 -0.594 -1.100
H -0.400 -0.091 -2.447
H -3.244 0.741 1.340
H -2.482 2.209 1.664
N 1.929 -1.323 -0.376
C 2.247 -0.576 0.784
O 1.765 -1.070 1.939
O 2.744 0.518 0.674
H 1.904 -2.333 -0.228
H 2.605 -1.148 -1.107
H 1.201 -1.836 1.796


(3)
Density functional theory data (ωB97M-V with the def2-TZVPD basis set) for a cluster of 10 separate species, C38H70O21S5 in total at a distorted geometry.

Summary:
* <S²>: 0.751
* strongest force on any atom: 0.1316 Eh/bohr
* total charge: -1
* spin multiplicity: 2

Atoms and positions in Å:
C 2.744 -3.983 1.704
C 3.999 -3.859 2.564
C 4.018 -4.728 3.827
O 5.177 -5.515 3.745
C 5.920 -5.123 2.591
O 7.044 -5.539 2.286
O 5.226 -4.238 1.931
H 1.958 -3.380 2.158
H 2.275 -4.964 1.628
H 2.922 -3.588 0.704
H 4.005 -2.819 2.888
H 3.166 -5.400 3.935
H 4.010 -4.006 4.643
C 0.504 -1.300 -6.843
C 0.424 -1.410 -5.262
C 0.853 -0.206 -4.430
O -0.202 0.007 -3.573
C -1.165 -0.946 -3.691
O -2.138 -1.077 -2.941
O -0.868 -1.615 -4.817
H 0.386 -2.327 -7.187
H 1.516 -0.974 -7.086
H -0.299 -0.693 -7.261
H 0.852 -2.303 -4.808
H 1.044 0.694 -5.014
H 1.731 -0.234 -3.785
C -1.690 8.251 -1.146
C -1.209 7.311 -2.327
C 0.258 7.122 -2.441
O 0.560 5.694 -2.443
C -0.539 5.111 -2.068
O -0.644 3.843 -1.876
O -1.563 5.975 -1.980
H -2.775 8.194 -1.061
H -1.253 9.211 -1.421
H -1.334 8.059 -0.134
H -1.696 7.496 -3.284
H 0.806 7.602 -1.630
H 0.519 7.426 -3.455
C 1.362 -3.414 5.821
C 0.142 -2.637 6.294
O -0.409 -2.823 7.423
C -0.526 -1.691 5.342
H 1.044 -4.114 5.049
H 1.725 -4.161 6.528
H 2.235 -2.769 5.717
H -0.905 -2.299 4.521
H 0.045 -0.843 4.963
H -1.389 -1.276 5.862
C -5.384 -2.478 -1.036
C -5.461 -1.912 0.290
O -4.738 -1.032 0.696
C -6.415 -2.552 1.345
H -4.440 -2.392 -1.573
H -6.294 -2.090 -1.493
H -5.512 -3.549 -0.878
H -6.265 -2.183 2.359
H -6.431 -3.639 1.424
H -7.456 -2.244 1.247
C -4.471 2.657 -0.653
C -4.313 1.629 -1.774
C -5.492 1.921 -2.757
S -6.905 2.073 -1.662
O -7.602 0.778 -1.601
O -7.622 3.280 -2.020
C -5.902 2.365 -0.141
H -4.339 3.673 -1.025
H -3.723 2.361 0.083
H -4.192 0.603 -1.428
H -3.356 1.715 -2.288
H -5.751 1.285 -3.604
H -5.415 2.892 -3.244
H -6.148 1.444 0.388
H -6.349 3.287 0.230
C 2.189 4.806 0.648
C 3.056 4.309 1.713
C 3.640 5.436 2.531
S 3.382 6.916 1.560
O 4.651 7.594 1.295
O 2.242 7.620 2.150
C 2.937 5.961 0.073
H 1.229 5.139 1.043
H 1.892 4.047 -0.075
H 3.807 3.692 1.220
H 2.452 3.696 2.383
H 4.722 5.320 2.482
H 3.404 5.453 3.595
H 3.858 5.562 -0.351
H 2.443 6.569 -0.685
C 6.187 -0.027 -2.099
C 5.993 -0.274 -0.609
C 4.776 0.573 -0.189
S 4.839 2.139 -1.179
O 5.915 2.926 -0.678
O 3.519 2.660 -1.484
C 5.485 1.261 -2.688
H 5.780 -0.884 -2.637
H 7.239 0.135 -2.332
H 6.849 0.068 -0.027
H 5.787 -1.337 -0.485
H 4.722 0.921 0.842
H 3.836 0.092 -0.458
H 6.107 1.890 -3.325
H 4.565 1.068 -3.239
C -2.267 -7.511 0.460
C -2.689 -6.198 -0.155
C -2.168 -4.983 0.728
S -2.534 -5.598 2.341
O -3.964 -5.667 2.625
O -1.629 -5.229 3.382
C -2.003 -7.348 2.026
H -1.377 -7.833 -0.081
H -3.049 -8.256 0.313
H -3.774 -6.140 -0.065
H -2.540 -6.240 -1.234
H -2.443 -3.929 0.672
H -1.083 -4.924 0.637
H -2.216 -8.071 2.814
H -0.918 -7.412 2.108
C 0.770 0.722 -0.411
C -0.557 1.125 0.243
C -1.375 -0.188 0.332
S -0.206 -1.517 0.833
O -0.436 -2.732 0.017
O -0.244 -1.550 2.307
C 1.251 -0.547 0.208
H 1.464 1.555 -0.524
H 0.398 0.558 -1.422
H -1.179 1.831 -0.306
H -0.465 1.543 1.246
H -1.539 -0.580 -0.672
H -2.288 -0.244 0.925
H 1.763 -1.254 -0.445
H 1.906 -0.348 1.056


| no. | E_tot (eV) |
| --- | --- |
| 1 | -86693.1421 |
| 2 | -11832.0828 |
| 3 | -137709.0489 |